# C27H36N2O4

An isolated molecule of C27H36N2O4 (ωB97M-V/def2-TZVPD, OMol25).

- gap between HOMO and LUMO (eV) = 8.742
- max |F| (eV/A) = 0.70
- energy above the lowest of the compared OMol25 structures with the same formula, charge and spin (kcal per mole) = 0.0
- 2S+1 = 1
- SMILES = CCOc1cc(CC(=O)N[C@H](CC(C)C)c2ccccc2N2CCCCC2)ccc1C(=O)O
- highest occupied orbital energy (eV) = -8.16

Each line ends with the Löwdin charge.
Geometry (Å):
H  0.93  -2.98  1.77  0.10
H  0.88  2.23  5.39  0.07
N  -0.74  0.75  1.48  0.12
H  1.35  -1.42  4.44  0.08
H  -3.84  -0.34  1.40  0.13
O  -3.33  1.72  -5.28  0.12
O  -5.39  2.26  -4.65  0.09
C  1.17  0.91  3.02  -0.12
H  1.19  2.01  2.99  0.11
H  1.91  0.82  5.68  0.08
C  1.21  -3.56  -0.90  -0.17
C  -4.89  1.49  -2.02  0.00
H  3.29  -0.22  -2.14  0.11
C  1.56  2.23  0.25  -0.04
H  -5.43  1.15  0.01  0.11
C  2.69  -2.01  1.00  -0.16
H  2.29  3.77  -1.04  0.10
H  3.02  -2.59  -1.57  0.13
C  0.89  1.15  5.49  -0.08
H  1.17  -4.23  -1.76  0.11
H  1.27  -5.12  0.59  0.11
C  0.33  -1.04  4.40  -0.06
C  -2.57  1.14  -2.60  -0.18
C  -3.10  0.41  1.11  -0.05
H  2.46  -3.71  2.31  0.11
H  3.40  2.18  -2.57  0.11
H  1.52  -1.80  -2.11  0.11
H  -1.34  0.50  -0.98  0.10
C  0.34  0.47  4.23  -0.42
H  -5.89  1.76  -2.34  0.12
C  -2.33  0.79  -1.27  0.05
C  -4.64  1.15  -0.71  -0.04
N  2.00  -1.41  -0.13  -0.11
H  0.19  -3.27  -0.64  0.12
H  3.72  -2.29  0.70  0.13
C  0.55  0.97  -4.48  -0.05
H  1.58  0.74  -4.26  0.06
C  -4.28  1.86  -4.36  -0.48
H  -3.68  1.97  -6.15  0.14
C  2.24  2.71  -0.85  -0.09
C  1.85  -4.25  0.30  -0.20
H  -0.96  1.73  1.36  0.15
C  2.00  -2.30  -1.27  -0.18
C  -3.35  0.79  -0.33  -0.19
C  1.48  0.87  0.52  -0.10
H  2.86  -4.58  0.03  0.11
O  -1.52  -1.36  1.47  0.07
H  1.06  2.93  0.90  0.11
C  -0.28  0.84  -3.21  -0.24
H  2.76  -1.28  1.80  0.11
H  0.17  0.30  -5.24  0.08
C  2.79  0.46  -1.47  -0.03
C  2.86  1.82  -1.71  -0.10
H  -0.70  0.81  4.09  0.13
H  0.48  1.99  -4.85  0.08
H  -0.23  -0.19  -2.83  0.12
C  0.64  0.38  1.68  -0.26
C  -1.72  -0.17  1.36  -0.50
O  -1.62  1.16  -3.55  -0.03
H  -0.20  -1.52  3.59  0.06
H  0.28  0.88  6.36  0.07
H  0.63  -0.71  1.68  0.11
C  -3.88  1.49  -2.98  -0.06
H  2.20  0.57  3.15  0.13
H  -3.25  1.29  1.74  0.13
C  2.12  -0.04  -0.35  -0.18
H  -0.17  -1.31  5.33  0.08
C  1.94  -3.26  1.46  -0.18
H  0.09  1.52  -2.44  0.12

***

# C3H6O2S

An isolated molecule of C3H6O2S (ωB97M-V/def2-TZVPD, OMol25).

- gap between HOMO and LUMO (eV) = 9.986
- max |F| (eV/A) = 0.68
- energy above the lowest of the compared OMol25 structures with the same formula, charge and spin (kcal per mole) = 4.4
- 2S+1 = 1
- SMILES = O=C(O)CCS
- highest occupied orbital energy (eV) = -9.35

Each line ends with the Löwdin charge.
Geometry (Å):
H  -1.09  -0.28  -0.78  0.12
S  1.38  0.29  -2.06  0.71
H  1.82  -0.37  0.14  0.07
H  0.87  1.10  0.24  0.07
H  0.17  0.74  -2.41  -0.14
H  -0.32  -1.67  -0.21  0.13
C  -1.03  -0.35  1.24  -0.53
C  0.97  0.15  -0.30  -0.57
O  -1.99  -0.97  1.60  0.10
C  -0.33  -0.60  -0.07  -0.18
O  -0.59  0.74  1.93  0.09
H  -1.05  0.65  2.78  0.13

***

# C4H5NO

An isolated molecule of C4H5NO at a distorted geometry (ωB97M-V/def2-TZVPD, OMol25).

- gap between HOMO and LUMO (eV) = 10.353
- max |F| (eV/A) = 1.06
- energy above the lowest of the compared OMol25 structures with the same formula, charge and spin (kcal per mole) = 32.7
- 2S+1 = 1
- SMILES = C=C=CC(N)=O
- highest occupied orbital energy (eV) = -9.82

Each line ends with the Löwdin charge.
Geometry (Å):
H  -1.12  -0.24  1.80  0.12
N  1.69  -0.23  -0.09  0.16
H  1.26  -0.15  -0.99  0.09
H  -1.66  1.47  -1.04  0.08
C  -1.09  -0.15  -0.27  -0.10
H  2.69  -0.32  -0.01  0.11
C  0.96  -0.27  1.07  -0.55
H  -2.04  0.03  -2.23  0.06
C  -1.62  0.43  -1.31  0.02
C  -0.52  -0.25  0.90  -0.03
O  1.46  -0.32  2.18  0.04

***

# C4H5NO

An isolated molecule of C4H5NO at a distorted geometry (ωB97M-V/def2-TZVPD, OMol25).

- gap between HOMO and LUMO (eV) = 9.863
- max |F| (eV/A) = 6.07
- energy above the lowest of the compared OMol25 structures with the same formula, charge and spin (kcal per mole) = 62.6
- 2S+1 = 1
- SMILES = O[C@@H]1C=CC=N1
- highest occupied orbital energy (eV) = -9.54

Each line ends with the Löwdin charge.
Geometry (Å):
H  1.08  0.88  2.03  0.08
N  -0.71  0.24  1.25  0.11
C  0.49  0.67  1.18  -0.24
C  -1.00  -0.27  -0.47  -0.31
H  -1.54  0.58  -1.00  0.16
H  0.69  -0.24  -1.96  0.07
H  -1.29  -1.88  0.51  0.11
C  0.41  -0.05  -0.99  -0.02
H  2.17  0.96  -0.13  0.05
C  1.23  0.61  -0.08  -0.03
O  -1.51  -1.50  -0.35  0.00

***

Q: Look up the 2S+1 of the third one.
A: 1

***

What did the first record say?
# C27H36N2O4

An isolated molecule of C27H36N2O4 (ωB97M-V/def2-TZVPD, OMol25).

- gap between HOMO and LUMO (eV) = 8.742
- max |F| (eV/A) = 0.70
- energy above the lowest of the compared OMol25 structures with the same formula, charge and spin (kcal per mole) = 0.0
- 2S+1 = 1
- SMILES = CCOc1cc(CC(=O)N[C@H](CC(C)C)c2ccccc2N2CCCCC2)ccc1C(=O)O
- highest occupied orbital energy (eV) = -8.16

Each line ends with the Löwdin charge.
Geometry (Å):
H  0.93  -2.98  1.77  0.10
H  0.88  2.23  5.39  0.07
N  -0.74  0.75  1.48  0.12
H  1.35  -1.42  4.44  0.08
H  -3.84  -0.34  1.40  0.13
O  -3.33  1.72  -5.28  0.12
O  -5.39  2.26  -4.65  0.09
C  1.17  0.91  3.02  -0.12
H  1.19  2.01  2.99  0.11
H  1.91  0.82  5.68  0.08
C  1.21  -3.56  -0.90  -0.17
C  -4.89  1.49  -2.02  0.00
H  3.29  -0.22  -2.14  0.11
C  1.56  2.23  0.25  -0.04
H  -5.43  1.15  0.01  0.11
C  2.69  -2.01  1.00  -0.16
H  2.29  3.77  -1.04  0.10
H  3.02  -2.59  -1.57  0.13
C  0.89  1.15  5.49  -0.08
H  1.17  -4.23  -1.76  0.11
H  1.27  -5.12  0.59  0.11
C  0.33  -1.04  4.40  -0.06
C  -2.57  1.14  -2.60  -0.18
C  -3.10  0.41  1.11  -0.05
H  2.46  -3.71  2.31  0.11
H  3.40  2.18  -2.57  0.11
H  1.52  -1.80  -2.11  0.11
H  -1.34  0.50  -0.98  0.10
C  0.34  0.47  4.23  -0.42
H  -5.89  1.76  -2.34  0.12
C  -2.33  0.79  -1.27  0.05
C  -4.64  1.15  -0.71  -0.04
N  2.00  -1.41  -0.13  -0.11
H  0.19  -3.27  -0.64  0.12
H  3.72  -2.29  0.70  0.13
C  0.55  0.97  -4.48  -0.05
H  1.58  0.74  -4.26  0.06
C  -4.28  1.86  -4.36  -0.48
H  -3.68  1.97  -6.15  0.14
C  2.24  2.71  -0.85  -0.09
C  1.85  -4.25  0.30  -0.20
H  -0.96  1.73  1.36  0.15
C  2.00  -2.30  -1.27  -0.18
C  -3.35  0.79  -0.33  -0.19
C  1.48  0.87  0.52  -0.10
H  2.86  -4.58  0.03  0.11
O  -1.52  -1.36  1.47  0.07
H  1.06  2.93  0.90  0.11
C  -0.28  0.84  -3.21  -0.24
H  2.76  -1.28  1.80  0.11
H  0.17  0.30  -5.24  0.08
C  2.79  0.46  -1.47  -0.03
C  2.86  1.82  -1.71  -0.10
H  -0.70  0.81  4.09  0.13
H  0.48  1.99  -4.85  0.08
H  -0.23  -0.19  -2.83  0.12
C  0.64  0.38  1.68  -0.26
C  -1.72  -0.17  1.36  -0.50
O  -1.62  1.16  -3.55  -0.03
H  -0.20  -1.52  3.59  0.06
H  0.28  0.88  6.36  0.07
H  0.63  -0.71  1.68  0.11
C  -3.88  1.49  -2.98  -0.06
H  2.20  0.57  3.15  0.13
H  -3.25  1.29  1.74  0.13
C  2.12  -0.04  -0.35  -0.18
H  -0.17  -1.31  5.33  0.08
C  1.94  -3.26  1.46  -0.18
H  0.09  1.52  -2.44  0.12

***

Q: Which of these has the highest energy above the lowest of the compared OMol25 structures with the same formula, charge and spin?
A: number 4